[1]
DFT (ωB97M-V/def2-TZVPD) results for C20H44Br6 as an isolated structure at a distorted geometry.

Each line ends with the Mulliken charge.
Cartesian coordinates (Å):
Br (-1.4350, -16.9522, -14.5887)  -0.090
Br (-2.4391, -16.1733, -11.4145)  0.038
Br (-1.1686, -19.1604, -12.1028)  0.034
Br (0.0359, -17.7785, -8.8175)  -0.010
Br (-0.2584, -14.6446, -9.0806)  0.130
Br (2.7053, -15.8501, -8.6366)  -0.052
C (-4.5262, -19.0386, -13.2009)  -0.559
C (0.5216, -11.3151, -8.9551)  -1.018
C (0.8369, -19.3195, -15.8878)  0.252
C (0.3636, -21.7540, -16.3871)  -0.857
C (-1.8516, -10.4316, -8.2455)  -0.862
C (-2.7899, -11.4027, -9.0297)  -0.439
C (-3.4259, -12.5691, -8.3107)  -0.079
C (-8.4043, -22.0917, -10.6142)  -1.298
C (1.4149, -20.7541, -15.9351)  -0.637
C (-6.6322, -21.0609, -12.2256)  -0.501
C (0.9321, -16.1596, -9.4739)  -0.371
C (-6.0235, -20.9461, -13.6514)  -0.882
C (1.8823, -18.1413, -15.9767)  -1.394
C (-1.7713, -22.9662, -15.9976)  -1.417
C (-0.8858, -21.7794, -15.5227)  0.117
C (-0.4550, -10.9740, -7.8281)  -0.240
C (-4.1985, -13.5243, -9.1846)  -1.064
C (-4.6047, -20.4970, -13.7563)  -0.136
C (-1.1571, -17.2484, -12.6032)  -0.395
C (-7.7747, -22.0982, -12.0550)  -0.459
H (0.6982, -22.7906, -16.3486)  0.386
H (0.6275, -10.4120, -9.5563)  0.350
H (-0.0292, -10.1717, -7.2256)  0.333
H (1.4523, -17.1938, -15.6521)  0.312
H (-4.0515, -12.2433, -7.4797)  0.336
H (-1.2584, -23.8952, -15.7484)  0.409
H (0.1493, -19.1039, -16.7056)  0.368
H (-2.5621, -13.0487, -7.8504)  0.103
H (-3.9026, -21.1272, -13.2104)  0.233
H (-8.6392, -21.9438, -12.7007)  0.321
H (2.2314, -20.7317, -16.6569)  0.333
H (2.2816, -18.1135, -16.9906)  0.383
H (-3.5700, -18.5544, -13.3991)  -0.317
H (1.4814, -11.7427, -8.6651)  0.279
H (0.0061, -12.0105, -9.6175)  0.133
H (-5.8037, -21.2299, -11.5377)  0.350
H (-4.9761, -12.9978, -9.7380)  0.355
H (-4.5584, -19.1299, -12.1152)  0.381
H (-8.6421, -21.0912, -10.2530)  0.345
H (-2.1321, -22.8464, -17.0192)  0.345
H (0.1353, -21.5184, -17.4265)  0.297
H (-4.2956, -20.5112, -14.8014)  0.175
H (0.2747, -19.1689, -14.9662)  -0.217
H (-6.1331, -21.9697, -14.0099)  0.403
H (-0.5867, -11.8946, -7.2596)  0.213
H (-2.7139, -23.0892, -15.4642)  0.343
H (-3.6953, -14.1664, -9.9075)  -0.072
H (-2.3403, -10.0622, -7.3440)  0.312
H (-1.3835, -20.8354, -15.7449)  0.163
H (-3.5249, -10.7126, -9.4441)  0.353
H (-0.6623, -21.8228, -14.4568)  0.214
H (-1.5752, -9.5289, -8.7904)  0.378
H (-7.4192, -23.1127, -12.2352)  0.369
H (-4.6735, -14.2932, -8.5753)  0.393
H (-2.2865, -11.8341, -9.8948)  0.197
H (1.1221, -16.2739, -10.5411)  0.257
H (-9.2236, -22.8084, -10.5583)  0.367
H (-7.6722, -22.4606, -9.8959)  0.312
H (-5.2679, -18.2860, -13.4684)  0.390
H (-6.7280, -20.3333, -14.2138)  0.320
H (1.8767, -21.1133, -15.0154)  0.331
H (2.7045, -18.3809, -15.3024)  0.330
H (-7.1816, -20.1508, -11.9851)  0.233
H (-0.1432, -16.8959, -12.4136)  0.391

Computed properties:
- Calculated total energy: -441706.75677 eV
- Orbital gap: 9.280 eV
- LUMO energy: -0.90 eV

=====

[2]
DFT (ωB97M-V/def2-TZVPD) results for one molecule with the formula C3H4FNO at a distorted geometry.

Each line ends with the Mulliken charge.
Cartesian coordinates (Å):
F (-1.0656, -1.6181, -0.4712)  -0.279
O (2.0059, -1.2208, -0.0429)  -0.569
N (0.7997, 0.7758, -0.2757)  -0.215
C (-0.6303, 0.7272, -0.0061)  -0.572
C (0.9813, -0.5824, 0.0312)  0.215
C (-0.5021, -0.7497, 0.3855)  0.420
H (-0.7002, -0.9594, 1.4312)  0.274
H (-1.2701, 1.0763, -0.8491)  0.261
H (-0.9598, 1.3922, 0.8260)  0.199
H (1.3414, 1.1591, -1.0290)  0.266

Computed properties:
- Calculated total energy: -9429.91258 eV
- SMILES string: O=C1NC[C@H]1F
- Orbital gap: 11.000 eV
- LUMO energy: 0.92 eV

=====

[3]
DFT (ωB97M-V/def2-TZVPD) results for C24H15F5IrN6OSbSe5Te as an isolated structure at a distorted geometry.

Each line ends with the Löwdin spin population.
Cartesian coordinates (Å):
Ir (0.6728, 0.9723, 0.2346)  0.864
Te (3.5484, -1.4008, 1.4035)  0.009
Sb (-1.7006, 3.7924, 1.5689)  0.083
Se (0.7023, 3.3091, 0.9988)  0.120
Se (-4.8970, 2.4109, 0.2341)  0.640
Se (-2.8802, 2.9040, -0.5986)  0.312
Se (1.7116, -2.3302, -6.5702)  -0.002
Se (-1.6654, 6.1955, 0.9210)  0.864
F (5.2883, -2.0084, 1.7532)  0.000
F (4.0901, -1.8857, -0.4788)  0.002
F (4.4460, 0.3216, 1.7250)  0.003
F (3.0823, -3.3295, 1.5474)  0.001
F (3.3406, -1.5219, 3.3345)  0.000
O (1.4245, 0.4893, 2.0565)  0.255
N (-1.4873, 0.9158, 2.4140)  0.344
N (0.8618, -0.9398, -0.6018)  0.020
N (0.5097, 1.3969, -1.7621)  0.024
N (1.3540, -0.6569, -6.0539)  -0.003
N (1.6288, -2.9768, -4.9078)  0.001
N (-1.1712, 0.4164, 1.1900)  0.523
C (1.2424, -3.3131, -1.9919)  0.004
C (1.2758, 1.4910, 5.4787)  0.090
C (-0.5204, 1.1251, 3.3159)  0.139
C (-3.2905, -0.7806, 1.4150)  0.087
C (-0.9588, 1.6551, 4.5669)  0.041
C (0.2513, 2.7814, -3.6906)  -0.002
C (1.3695, -1.9732, -4.1181)  0.000
C (-4.3187, -1.4924, 0.8264)  0.007
C (0.8963, 0.8596, 3.1757)  0.151
C (-4.3122, -1.7572, -0.5386)  0.087
C (1.2117, -0.6820, -4.7589)  0.000
C (-2.2219, -0.3084, 0.6369)  0.025
C (1.2153, -2.0958, -2.6695)  0.002
C (0.8203, 0.3627, -2.5847)  0.027
C (-0.0991, 1.8151, 5.6102)  0.086
C (0.5922, 1.7429, -4.5298)  0.024
C (0.8793, 0.5023, -3.9646)  -0.001
C (0.2226, 2.5780, -2.3163)  0.029
C (1.0213, -3.3170, -0.6353)  0.002
C (1.0046, -0.9360, -1.9410)  0.011
C (-3.2571, -1.2941, -1.3139)  -0.005
C (1.7593, 1.0407, 4.2877)  0.033
C (-2.2281, -0.5742, -0.7385)  0.074
C (0.8361, -2.1091, 0.0297)  0.008
H (-1.4420, -0.1714, -1.3569)  0.005
H (-2.0112, 1.8923, 4.6562)  0.001
H (-3.2446, -1.4777, -2.3812)  -0.002
H (0.6518, -2.0818, 1.0949)  0.000
H (2.8033, 0.8073, 4.1317)  -0.001
H (-0.4710, 2.1844, 6.5577)  0.003
H (1.4247, -4.2253, -2.5422)  0.000
H (-5.1306, -2.2975, -0.9953)  0.005
H (0.0083, 3.7611, -4.0758)  -0.001
H (0.6343, 1.8614, -5.6034)  0.001
H (-0.0091, 3.3733, -1.6222)  0.002
H (1.9412, 1.6140, 6.3225)  0.005
H (1.0284, -4.2277, -0.0571)  0.000
H (-3.2946, -0.5659, 2.4723)  0.006
H (-5.1399, -1.8415, 1.4390)  -0.002

Computed properties:
- Calculated total energy: -393112.31472 eV
- Net charge: -1
- Orbital gap (alpha / beta): 4.825 / 5.265 eV
- LUMO energy (alpha / beta): 0.57 / -0.11 eV
- Multiplicity: 6

=====

[4]
DFT (ωB97M-V/def2-TZVPD) results for C48H42CoFN4O6P2S3 as an isolated structure at a distorted geometry.

Each line ends with the Löwdin spin population.
Cartesian coordinates (Å):
Co (-1.2614, 0.8677, 0.1940)  0.975
S (-0.2859, -2.8466, -0.5880)  0.001
S (2.6270, 3.8731, 0.4735)  0.000
S (-3.2799, 2.1600, 0.2195)  -0.023
P (-3.8853, 0.2675, -0.1482)  0.003
P (-2.1723, -2.2174, -0.5611)  0.005
F (4.3419, 0.6156, -2.7419)  0.000
O (2.8416, 4.0998, 1.8804)  0.000
O (0.3858, -0.0422, 0.0152)  -0.001
O (-0.3775, 2.4153, -1.0223)  0.009
O (-0.3897, -0.2541, 4.1184)  0.003
O (-1.1608, 0.7170, 2.2398)  0.023
O (3.8275, 3.6747, -0.3203)  0.000
N (1.5670, 2.7030, 0.1875)  -0.001
N (9.0270, -0.2949, -1.3070)  0.000
N (6.6295, 0.2299, -1.0122)  0.000
N (3.4613, -0.0912, 2.6368)  0.000
C (-5.0205, -3.9535, 1.8870)  0.000
C (-3.6535, -4.2969, -4.4196)  0.000
C (-4.8480, -0.2336, 1.3364)  0.001
C (7.4651, 1.3466, -0.4396)  0.000
C (-3.3110, -2.9500, -4.4185)  0.000
C (-0.2958, 0.1416, 2.9492)  0.004
C (5.0235, 0.0202, 0.7742)  0.000
C (1.6623, 5.1966, -0.2296)  0.000
C (-2.9562, -3.8700, 3.1083)  0.000
C (4.5281, -0.1375, 3.6296)  0.000
C (-6.7047, 1.5522, -2.8763)  0.000
C (8.9290, 0.8648, -0.4175)  0.000
C (2.8676, 0.2651, -0.9473)  0.000
C (-3.0357, -3.0508, 0.8349)  0.001
C (3.7242, 0.0009, 1.2934)  0.000
C (6.9323, 0.1576, -2.4812)  0.000
C (-5.2054, 0.3049, -1.4442)  0.001
C (-3.6322, -5.0127, -3.2285)  0.000
C (-4.3895, -3.3779, 0.7916)  0.000
C (-5.6831, -0.8722, -2.0189)  0.000
C (-6.2178, -0.7217, 3.7190)  0.000
C (2.6517, 0.0772, 0.3963)  0.000
C (0.9017, 7.3393, -0.8907)  0.000
C (5.2212, 0.2347, -0.5651)  0.000
C (-6.6565, -0.8426, -3.0089)  0.000
C (4.1442, 0.3627, -1.4277)  0.000
C (-2.3254, -3.3072, 2.0063)  0.000
C (-2.9442, -2.3222, -3.2340)  0.000
C (-0.2527, 6.7612, -1.4189)  0.000
C (8.4663, 0.0056, -2.6235)  0.000
C (-4.3047, -4.2003, 3.0491)  0.000
C (-4.8294, -0.6288, 3.7152)  0.000
C (4.9813, -1.5610, 3.9295)  0.000
C (-2.9173, -3.0331, -2.0374)  0.001
C (0.5203, 4.6200, -0.7498)  0.000
C (2.1547, -0.0773, 3.0752)  -0.001
C (-6.2379, -0.3274, 1.3431)  0.000
C (-5.7280, 1.5174, -1.8864)  -0.001
C (-0.4562, 5.3865, -1.3538)  0.000
C (1.2560, 0.0003, 0.8634)  -0.001
C (-6.9200, -0.5740, 2.5319)  0.000
C (-4.1476, -0.3820, 2.5347)  0.000
C (1.8804, 6.5594, -0.2843)  0.000
C (-3.2577, -4.3851, -2.0460)  0.000
C (0.5048, 3.1323, -0.5250)  0.001
C (-2.4560, -0.5227, -0.6107)  0.002
C (1.0687, -0.0147, 2.2859)  0.000
C (-7.1703, 0.3731, -3.4408)  0.000
H (2.0028, 0.3489, -1.5991)  0.000
H (-4.7971, -4.6464, 3.9056)  0.000
H (5.3443, -2.0592, 3.0266)  0.000
H (2.7744, 7.0039, 0.1365)  0.000
H (9.5798, 1.6918, -0.7180)  0.000
H (5.8830, -0.1352, 1.4171)  0.000
H (-5.3504, 2.4334, -1.4481)  -0.001
H (4.1443, -2.1449, 4.3156)  0.000
H (9.9739, -0.6363, -1.3703)  0.000
H (-3.0686, -0.2795, 2.5428)  0.000
H (4.1457, 0.3336, 4.5317)  0.000
H (-1.0039, 7.3951, -1.8735)  0.000
H (9.2131, 0.5551, 0.5870)  0.000
H (5.7786, -1.5630, 4.6759)  0.000
H (-5.2867, -1.8238, -1.7010)  0.000
H (-6.7515, -0.8953, 4.6469)  0.000
H (5.3598, 0.4773, 3.2867)  0.000
H (7.0566, -0.6264, -0.6464)  0.000
H (-1.2728, -3.0549, 2.0403)  0.000
H (-7.0070, -1.7705, -3.4457)  0.000
H (-6.0767, -4.1940, 1.8348)  0.000
H (-2.3912, -4.0487, 4.0166)  0.000
H (6.3845, -0.6795, -2.8986)  0.000
H (-3.8949, -6.0653, -3.2230)  0.000
H (2.0139, -0.0904, 4.1496)  0.000
H (-8.0031, -0.6454, 2.5254)  0.000
H (-6.7959, -0.2128, 0.4227)  0.000
H (8.6900, -0.8137, -3.3015)  0.000
H (8.8898, 0.9213, -3.0504)  0.000
H (-7.1020, 2.5049, -3.2081)  0.000
H (7.0860, 1.5994, 0.5438)  0.000
H (-7.9262, 0.3998, -4.2170)  0.000
H (-3.2202, -4.9472, -1.1202)  0.000
H (-3.9299, -4.7898, -5.3453)  0.000
H (-2.6797, -1.2705, -3.2078)  0.000
H (-1.3490, 4.9074, -1.7392)  0.000
H (1.0349, 8.4134, -0.9440)  0.000
H (-3.3292, -2.3852, -5.3446)  0.000
H (7.3186, 2.2079, -1.0868)  0.000
H (6.5721, 1.0675, -2.9432)  0.000
H (-4.2669, -0.7402, 4.6360)  0.000
H (-4.9655, -3.1846, -0.1042)  0.000

Computed properties:
- Calculated total energy: -160132.43642 eV
- Net charge: -1
- Orbital gap (alpha / beta): 4.251 / 4.248 eV
- LUMO energy (alpha / beta): 0.84 / 0.84 eV
- Multiplicity: 2

=====

[5]
DFT (ωB97M-V/def2-TZVPD) results for a 2-piece molecular cluster, C5H13NO2 overall at a distorted geometry.

Each line ends with the Mulliken charge.
Cartesian coordinates (Å):
O (0.7411, -4.8037, -2.4392)  -0.640
O (-1.2306, -1.6762, 0.1758)  -0.525
N (-0.0670, 1.4211, 1.8292)  -0.583
C (-0.7269, -0.8863, 1.2893)  -0.685
C (0.3144, 2.3001, -0.7966)  -0.111
C (-0.0003, 0.8238, -0.5258)  -0.742
C (1.5823, 2.6420, -0.6785)  -0.713
C (-0.7003, 0.5746, 0.8133)  0.178
H (0.9399, 1.3223, 1.8169)  0.214
H (-0.4295, 1.3155, 2.7656)  0.240
H (-0.5854, 2.8957, -0.7362)  0.318
H (0.0728, -5.4965, -2.3457)  0.318
H (0.2563, -1.2542, 1.5731)  0.334
H (-0.5577, 0.3178, -1.3355)  0.393
H (2.1237, 3.5744, -0.8502)  0.261
H (0.2537, -4.0226, -2.1469)  0.321
H (0.8844, 0.1497, -0.5580)  0.350
H (2.3486, 1.9458, -0.3866)  0.234
H (-1.5227, -1.0015, 2.0215)  0.319
H (-1.9934, -1.2145, -0.1974)  0.309
H (-1.7033, 1.0727, 0.7117)  0.210

Computed properties:
- Calculated total energy: -10979.07408 eV
- SMILES string: C=CC[C@H](N)CO.O
- Orbital gap: 9.843 eV
- LUMO energy: 0.72 eV

=====

[6]
DFT (ωB97M-V/def2-TZVPD) results for a 2-piece molecular cluster, CH4N4 overall at a distorted geometry.

Each line ends with the Mulliken charge.
Cartesian coordinates (Å):
N (-2.0157, -0.0002, 0.0935)  0.144
N (-3.1139, 0.0931, 0.1937)  -0.167
N (0.8068, -1.2318, -0.0228)  -0.161
N (0.5933, 1.2245, -0.0257)  -0.197
C (0.4876, -0.0308, 0.0193)  0.785
H (0.1782, -1.8355, 0.5874)  0.398
H (1.4074, -1.8964, -0.6032)  0.409
H (0.1125, 2.1400, -0.4052)  0.420
H (1.5437, 1.5372, 0.1630)  0.369

Computed properties:
- Calculated total energy: -7039.34433 eV
- Net charge: +2
- Orbital gap: 10.102 eV
- LUMO energy: -13.35 eV